Entry P
The following is a quantum chemistry calculation of one molecule with the formula CH7N2O2P, from the OMol25 dataset.

Each line ends with the Mulliken charge.
Cartesian coordinates (Å):
C -2.168 0.461 0.289  -1.055
N 2.581 0.652 0.053  -0.407
N 1.485 0.001 0.306  -0.349
O -0.322 -0.452 -1.525  -0.556
O -0.352 -1.491 0.792  -0.572
P -0.191 -0.045 0.083  0.861
H -2.358 0.092 1.279  0.312
H -2.144 1.528 0.294  0.353
H -2.825 0.066 -0.439  0.310
H 2.976 1.292 0.695  0.205
H 2.707 0.974 -1.025  0.221
H 0.202 -1.138 -1.939  0.321
H 0.408 -1.938 1.138  0.358

- structure (SMILES) = CP(O)(O)=NN
- M (g mol⁻¹) = 110.05
- highest occupied orbital energy (alpha / beta) (hartree) = -0.2761 / -0.2761
- frontier orbital gap (alpha / beta) (eV) = 7.9 / 7.9

***

Entry Q
The following is a quantum chemistry calculation of a 2-piece molecular cluster, CH7N2O2P overall, from the OMol25 dataset.

Each line ends with the Mulliken charge.
Cartesian coordinates (Å):
C 3.431 -0.710 0.416  -0.305
N -2.843 1.095 0.048  -0.546
N 2.487 -0.036 -0.058  -0.387
O -0.612 0.331 -0.728  -0.416
O -2.460 -1.361 -0.297  -0.462
P -1.689 -0.126 0.423  0.261
H 4.420 -0.330 0.690  0.225
H 3.270 -1.773 0.540  0.237
H -2.468 2.022 0.201  0.238
H -3.665 0.980 0.633  0.238
H 2.674 0.960 -0.178  0.175
H -2.836 -1.097 -1.143  0.328
H 0.290 0.045 -0.547  0.414

- structure (SMILES) = NP(O)O.C=N
- M (g mol⁻¹) = 110.05
- highest occupied orbital energy (hartree) = -0.3157
- frontier orbital gap (eV) = 9.6

***

Entry R
The following is a quantum chemistry calculation of a 3-piece molecular cluster, CH7N2O2P overall, from the OMol25 dataset.

Each line ends with the Mulliken charge.
Cartesian coordinates (Å):
C -1.280 3.222 0.142  -0.285
N -0.461 -0.942 1.912  -0.390
N -1.241 2.086 0.545  -0.437
O 0.252 -0.718 -0.480  -0.461
O -1.020 -4.235 0.278  -0.648
P 0.559 -1.541 0.683  0.298
H -1.919 3.982 0.745  0.204
H -0.659 3.485 -0.685  0.238
H -0.279 -0.959 2.873  0.238
H -1.103 -0.210 1.642  0.311
H -0.630 -4.014 1.187  0.333
H -1.394 -3.421 -0.095  0.335
H -0.651 1.348 0.037  0.264

- structure (SMILES) = NP=O.C=N.O
- M (g mol⁻¹) = 110.05
- highest occupied orbital energy (hartree) = -0.3555
- frontier orbital gap (eV) = 9.7

***

Entry S
The following is a quantum chemistry calculation of one molecule with the formula CH7N2O2P, from the OMol25 dataset.

Each line ends with the Mulliken charge.
Cartesian coordinates (Å):
C 0.235 -0.791 -0.738  -0.642
N -1.212 1.556 0.394  -0.610
N 1.373 -0.766 0.162  -0.577
O -2.768 -0.334 -0.735  -0.669
O -1.334 -0.916 1.340  -0.544
P -1.460 -0.115 -0.026  0.900
H 0.480 -0.418 -1.767  0.389
H 0.020 -1.883 -0.775  0.284
H -1.918 2.119 -0.009  0.286
H -0.326 1.983 0.050  0.257
H 0.808 -1.139 1.012  0.322
H -2.139 -1.523 1.255  0.358
H 1.710 0.169 0.210  0.245

- structure (SMILES) = NC[P@@](N)(=O)O
- M (g mol⁻¹) = 110.05
- highest occupied orbital energy (hartree) = -0.3432
- frontier orbital gap (eV) = 9.9

***

Q: Which of them is the least stable? A: entry P.

***

Entry P
The following is a quantum chemistry calculation of an isolated ion of composition C4H6NO and charge +1, from the OMol25 dataset.

Each line ends with the Mulliken charge.
Cartesian coordinates (Å):
C -0.425 0.062 0.296  0.590
C -2.697 0.555 -0.403  -0.564
C -1.804 0.028 0.469  -0.411
C 2.511 -0.224 0.385  -0.057
N 0.702 -0.026 0.264  -0.125
O 3.072 0.589 -0.444  -0.345
H -3.631 0.536 0.073  0.257
H -2.580 1.116 -1.302  0.333
H -2.234 -0.599 1.339  0.292
H 2.445 -1.321 -0.046  0.324
H 2.382 0.054 1.432  0.337
H 2.927 0.404 -1.343  0.369

- structure (SMILES) = C=CC#[N+]CO
- M (g mol⁻¹) = 84.10
- highest occupied orbital energy (hartree) = -0.5564
- frontier orbital gap (eV) = 10.9
- charge = +1

***

Entry Q
The following is a quantum chemistry calculation of an isolated ion of composition C4H6NO and charge +1, from the OMol25 dataset.

Each line ends with the Mulliken charge.
Cartesian coordinates (Å):
C -1.971 0.677 0.115  -0.266
C -0.880 0.863 0.806  -0.448
C -1.423 -0.567 -0.608  0.021
C 1.283 -0.573 0.251  -0.754
N -0.131 -0.381 0.372  0.455
O -0.857 -1.514 0.350  -0.292
H -2.985 1.015 0.105  0.422
H -0.440 1.552 1.407  0.482
H -1.214 -0.685 -1.583  0.382
H 1.489 -1.638 0.213  0.319
H 1.623 -0.048 -0.575  0.376
H 1.817 -0.115 1.096  0.304

- structure (SMILES) = C[N@@+]12C=C[C@@H]1O2
- M (g mol⁻¹) = 84.10
- highest occupied orbital energy (hartree) = -0.5641
- frontier orbital gap (eV) = 9.9
- charge = +1

***

Entry R
The following is a quantum chemistry calculation of an isolated ion of composition C4H6NO and charge +1, from the OMol25 dataset.

Each line ends with the Mulliken charge.
Cartesian coordinates (Å):
C -1.904 0.108 0.072  0.466
C 1.598 -1.365 -0.017  -0.323
C -0.929 0.972 0.442  -0.373
C 0.360 0.577 -0.384  -0.426
N 1.089 -0.346 0.485  -0.379
O -2.611 -0.683 -0.279  -0.032
H 1.486 -1.586 -1.056  0.250
H 1.829 -2.110 0.586  0.333
H -1.082 2.028 0.394  0.404
H -0.868 0.718 1.443  0.289
H 0.127 0.137 -1.351  0.500
H 0.904 1.550 -0.333  0.290

- M (g mol⁻¹) = 84.10
- highest occupied orbital energy (hartree) = -0.5365
- frontier orbital gap (eV) = 9.2
- charge = +1

***

Q: Which of them is the least stable? A: entry Q.

***

Entry P
The following is a quantum chemistry calculation of a 19-piece molecular cluster, H39O19 overall, from the OMol25 dataset.

Each line ends with the Mulliken charge.
Cartesian coordinates (Å):
O -3.925 0.960 -2.070  -0.554
H 2.528 -0.207 2.184  0.270
H -3.176 1.070 -2.657  0.310
O -2.919 3.190 -1.498  -0.623
H -3.602 3.361 -0.830  0.295
H -1.369 -4.061 1.811  0.281
O -0.101 3.760 1.578  -0.475
H 0.169 0.651 -1.988  0.276
H 2.405 0.235 3.693  0.342
O -1.576 -1.375 0.188  -0.513
H -0.655 -1.587 0.641  0.772
H -3.980 -0.668 0.304  0.351
O 3.258 -0.222 -2.316  -0.664
H 2.344 -0.538 -2.258  0.128
H 3.207 0.634 -1.855  0.420
O 0.870 -2.498 -2.261  -0.529
H 1.604 -1.860 1.072  0.161
H 0.919 -3.428 -2.071  0.281
O 2.912 1.912 0.693  -0.515
H -0.765 2.277 0.692  0.250
H 3.731 2.366 0.745  0.264
O 2.433 -0.596 3.048  -0.642
H 2.291 2.414 0.150  0.306
O 0.752 1.943 3.111  -0.666
H 1.618 2.110 2.594  0.382
H 0.316 1.638 2.307  0.334
O 2.119 3.186 -1.552  -0.612
H -3.490 3.140 -2.296  0.314
H -1.391 -0.379 0.120  0.358
O -0.722 1.302 0.762  -0.614
H 0.204 4.608 1.300  0.233
H -1.498 1.347 1.319  0.310
O -4.440 -1.008 1.107  -0.609
H -5.062 -1.591 0.685  0.304
H 1.899 4.213 -1.608  0.282
O 0.511 0.098 -1.285  0.088
H 1.863 2.924 -2.428  0.280
H 1.554 -2.109 -2.773  0.234
O -1.785 -3.394 1.190  -0.542
H -2.670 -3.696 1.033  0.230
H -2.397 -1.579 0.767  0.449
O 0.839 -5.119 1.194  -0.678
H 0.484 -4.239 1.213  0.328
H -0.789 3.960 2.265  0.271
O 0.514 0.773 -3.581  -0.601
H -2.807 -0.208 2.725  0.269
H 0.586 0.159 -4.348  0.274
O -2.067 -0.626 2.277  -0.581
H -4.610 0.547 -2.625  0.280
H -1.194 -0.223 2.467  0.275
O 0.780 -2.067 0.691  -0.353
H 0.849 -1.818 -0.222  0.245
H 1.652 -4.813 0.789  0.324
O 3.350 -2.072 0.306  -0.628
H 3.606 -1.195 -0.051  0.288
H 3.978 -2.353 1.030  0.318
H 1.134 -0.576 -1.712  -0.268
H -0.285 1.330 -3.766  0.292

- M (g mol⁻¹) = 343.29
- highest occupied orbital energy (hartree) = -0.4678
- frontier orbital gap (eV) = 9.8
- charge = +1

***

Entry Q
The following is a quantum chemistry calculation of H39O19 as an isolated structure, from the OMol25 dataset.

Each line ends with the Mulliken charge.
Cartesian coordinates (Å):
O 0.161 2.562 -1.724  -0.519
H -0.912 -3.429 0.338  0.293
H -0.730 2.720 -2.062  0.312
O -1.661 0.304 3.122  -0.712
H -0.780 0.577 2.807  0.332
H -1.859 0.755 3.966  0.322
O -3.549 -1.632 0.716  -0.576
H -3.538 -2.578 0.551  0.307
H -4.382 -1.385 1.119  0.258
O 0.050 2.127 1.872  -0.651
H -0.540 2.762 1.443  0.240
H 2.264 2.489 -0.411  0.253
O -1.515 -1.880 -3.811  -0.618
H -1.060 -2.062 -4.626  0.289
H -1.354 -1.678 -2.901  0.290
O -3.205 1.932 -0.101  -0.575
H -3.622 1.413 0.587  0.282
H -3.620 1.872 -0.965  0.313
O 1.728 -3.024 -1.378  -0.541
H 1.201 -3.822 -1.294  0.257
H 2.643 -3.234 -1.122  0.283
O -0.192 -3.059 0.866  -0.552
H -0.705 -2.562 1.517  0.275
O 3.884 0.343 -2.444  -0.735
H 3.281 -0.405 -2.735  0.334
H 4.093 -0.116 -1.603  0.369
O -2.719 -3.081 -1.646  -0.615
H -2.932 -2.230 -1.258  0.370
H 1.013 -0.612 -3.678  0.241
O 0.823 -0.404 -0.427  0.413
H -0.097 -0.674 -0.557  0.031
H 1.314 -0.810 -1.185  0.122
O 2.173 1.598 -0.797  -0.321
H 2.919 1.443 -1.422  0.362
H 1.241 0.696 -0.722  0.415
O 1.984 -0.104 2.384  -0.657
H -3.269 -3.373 -2.373  0.263
H 0.282 3.150 -0.958  0.213
O 2.107 3.709 0.761  -0.589
H 2.027 4.520 0.241  0.279
H 0.169 2.417 2.780  0.313
O -2.064 3.106 2.806  -0.646
H -2.325 3.865 2.250  0.310
H -2.479 2.285 2.520  0.312
O -1.887 1.319 -2.855  -0.634
H 2.804 -2.412 1.404  0.290
H -1.656 0.923 -2.009  0.272
O 3.305 -1.764 0.899  -0.634
H -1.905 0.606 -3.504  0.319
H 2.683 -0.998 0.969  0.294
O 1.088 0.035 -2.953  -0.449
H 1.236 0.933 -3.325  0.252
H 1.185 0.503 2.387  0.411
O -0.109 -2.085 4.744  -0.598
H -0.783 -1.609 4.224  0.295
H 0.755 -1.935 4.359  0.348
H 1.539 -0.819 2.862  0.241
H 2.361 3.855 1.681  0.252

- M (g mol⁻¹) = 343.29
- highest occupied orbital energy (hartree) = -0.4885
- frontier orbital gap (eV) = 10.4
- charge = +1

***

Q: Which of them is the least stable? A: entry P.

***

Entry P
The following is a quantum chemistry calculation of a 3-piece molecular cluster, C3H12O3 overall, from the OMol25 dataset.

Each line ends with the Mulliken charge.
Cartesian coordinates (Å):
C 1.077 2.336 -1.250  -0.556
O 1.001 1.943 0.141  -0.435
H 0.176 2.877 -1.602  0.248
H 1.239 1.535 -2.026  0.231
H 1.985 2.955 -1.403  0.242
H 0.220 1.478 0.207  0.302
C 0.952 -2.454 -0.131  -0.762
O 0.509 -1.840 0.957  -0.440
H 0.744 -1.714 -1.110  0.146
H 0.241 -3.128 -0.260  0.372
H 1.732 -3.071 0.057  0.414
H 0.911 -2.329 1.745  0.274
C -2.060 0.469 0.526  -0.770
O -1.148 0.416 1.586  -0.497
H -1.528 -0.161 -0.163  0.289
H -2.104 1.376 0.264  0.344
H -2.891 -0.194 0.796  0.274
H -1.056 -0.490 1.667  0.323

- structure (SMILES) = CO.CO.CO
- M (g mol⁻¹) = 96.13
- highest occupied orbital energy (hartree) = -0.3635
- frontier orbital gap (eV) = 10.5

***

Entry Q
The following is a quantum chemistry calculation of a 3-piece molecular cluster, C3H12O3 overall, from the OMol25 dataset.

Each line ends with the Mulliken charge.
Cartesian coordinates (Å):
C 0.580 1.948 0.591  -0.457
O 1.625 1.062 0.098  -0.524
C -0.643 1.137 0.916  -0.232
C -1.821 2.005 1.318  -1.281
H 0.355 2.576 -0.278  0.201
H 0.952 2.538 1.427  0.418
H 2.379 1.297 0.657  0.295
H -0.396 0.416 1.706  0.261
H -0.845 0.507 0.055  0.264
H -1.565 2.674 2.120  0.336
H -2.654 1.401 1.672  0.338
H -2.168 2.574 0.475  0.351
H -0.136 -5.772 -1.865  0.316
H -0.404 -4.799 -3.037  0.319
O 0.247 -5.396 -2.660  -0.636
H 1.328 -0.666 -0.812  0.366
H 2.024 -1.935 -1.269  0.303
O 1.144 -1.570 -1.115  -0.637

- structure (SMILES) = CCCO.O.O
- M (g mol⁻¹) = 96.13
- highest occupied orbital energy (hartree) = -0.3900
- frontier orbital gap (eV) = 11.4

***

Q: Which of them is the least stable? A: entry P.

***

Entry P
The following is a quantum chemistry calculation of a 2-piece molecular cluster, C4H10O3 overall, from the OMol25 dataset.

Each line ends with the Mulliken charge.
Cartesian coordinates (Å):
C 0.343 0.832 -1.199  -0.195
O -0.311 1.913 -1.834  -0.519
C 0.082 0.950 0.359  -0.664
C 0.215 -0.071 1.594  -0.296
C -0.774 0.201 2.769  -0.047
O -1.169 1.315 3.040  -0.451
H 1.433 0.765 -1.488  0.261
H -0.121 -0.187 -1.419  0.165
H -0.332 1.702 -2.772  0.310
H -0.926 1.234 0.416  0.347
H 0.802 1.776 0.642  0.224
H -0.083 -1.092 1.188  0.185
H 1.240 -0.156 1.847  0.362
H -1.375 -0.613 3.362  0.325
H 0.904 -2.584 -2.664  0.312
H -0.177 -3.421 -1.926  0.301
O 0.249 -2.562 -1.915  -0.621

- structure (SMILES) = O=CCCCO.O
- M (g mol⁻¹) = 106.12
- highest occupied orbital energy (hartree) = -0.3571
- frontier orbital gap (eV) = 10.2

***

Entry Q
The following is a quantum chemistry calculation of a 3-piece molecular cluster, C4H10O3 overall, from the OMol25 dataset.

Each line ends with the Mulliken charge.
Cartesian coordinates (Å):
C 0.299 -1.064 1.051  -1.131
C -0.506 -0.030 0.701  1.161
O -1.226 0.114 -0.481  -0.497
C -0.477 1.059 1.651  -0.288
C -1.415 2.106 1.789  -0.833
H 0.340 -1.775 0.307  0.406
H 0.827 -0.994 2.059  0.187
H -1.157 -0.751 -0.941  0.351
H 0.301 0.871 2.470  0.096
H -2.250 2.310 1.146  0.288
H -1.250 2.884 2.460  0.295
H 2.412 0.663 -1.657  0.315
H 2.857 -0.354 -0.810  0.304
O 3.177 0.476 -1.051  -0.624
H -0.515 -1.520 -3.191  0.326
H -1.014 -2.729 -2.421  0.306
O -0.445 -1.968 -2.289  -0.662

- structure (SMILES) = C=CC(=C)O.O.O
- M (g mol⁻¹) = 106.12
- highest occupied orbital energy (hartree) = -0.3047
- frontier orbital gap (eV) = 8.4

***

Entry R
The following is a quantum chemistry calculation of C4H10O3 as an isolated structure, from the OMol25 dataset.

Each line ends with the Mulliken charge.
Cartesian coordinates (Å):
O 0.751 0.756 0.764  -0.600
O 0.711 -1.112 -0.498  -0.633
C 1.323 -0.211 0.314  0.763
C 2.755 -0.587 0.556  -1.100
H -0.223 -0.783 -0.600  0.724
H 3.237 0.153 1.217  0.297
H 3.309 -0.622 -0.397  0.293
H 2.816 -1.579 1.035  0.294
O -1.339 -0.265 -0.638  -0.368
C -1.935 -0.216 0.643  -0.724
C -1.295 1.025 -1.215  -0.725
H -1.945 -1.242 1.048  0.257
H -2.973 0.153 0.595  0.309
H -1.364 0.428 1.332  0.323
H -2.306 1.447 -1.342  0.309
H -0.697 1.722 -0.605  0.323
H -0.825 0.933 -2.208  0.257

- M (g mol⁻¹) = 106.12
- highest occupied orbital energy (hartree) = -0.3668
- frontier orbital gap (eV) = 10.9

***

Entry S
The following is a quantum chemistry calculation of a 3-piece molecular cluster, C4H10O3 overall, from the OMol25 dataset.

Each line ends with the Mulliken charge.
Cartesian coordinates (Å):
C 3.311 1.618 -2.674  -0.770
C 2.319 1.718 -1.730  0.347
O 1.784 2.961 -1.636  -0.541
C 2.055 0.958 -0.516  -0.141
C 1.280 -0.125 -0.480  -0.631
H 3.812 2.566 -2.862  0.279
H 3.545 0.760 -3.285  0.265
H 1.551 3.501 -2.379  0.354
H 2.261 1.530 0.382  0.295
H 0.879 -0.493 -1.427  0.252
H 0.519 -0.469 0.224  0.291
H -6.945 -2.583 1.269  0.324
H -6.685 -1.188 0.774  0.322
O -6.277 -2.068 0.769  -0.646
H -2.435 -3.771 5.146  0.316
H -1.811 -2.886 4.045  0.320
O -1.628 -3.568 4.694  -0.637

- structure (SMILES) = C=CC(=C)O.O.O
- M (g mol⁻¹) = 106.12
- highest occupied orbital energy (hartree) = -0.3028
- frontier orbital gap (eV) = 9.0

***

Q: Which of them is the least stable? A: entry S.